Density functional theory data (ωB97M-V with the def2-TZVPD basis set) for C32H25N5O7Pb as an isolated structure.

The geometry in XYZ format:
```
70
Properties=species:S:1:pos:R:3:forces:R:3
Pb 1.4154 0.2813 0.3676 -0.033 0.158 0.287
O 3.0491 0.9272 2.2770 -0.013 0.314 -0.891
C 2.5901 1.6529 3.2032 0.042 0.279 0.268
C 2.6631 1.1668 4.5386 -0.567 -0.093 0.806
C 2.1153 1.8838 5.5873 0.403 -0.482 0.109
C 1.6401 3.1873 5.4295 -0.870 0.693 -0.010
C 1.5702 3.7222 4.1536 0.930 -0.652 0.086
C 2.0078 2.9779 3.0417 0.249 -0.499 0.580
C 1.8133 3.5814 1.7627 -0.124 1.347 0.887
N 1.7386 3.0406 0.6370 0.117 -0.362 -1.199
C 1.3985 3.9081 -0.4708 0.540 -0.353 -0.294
C 0.2764 3.2561 -1.2250 -1.218 -0.999 0.171
N 0.6991 1.9466 -1.6800 0.844 0.236 -0.587
C 1.0008 1.9155 -2.9217 -0.407 -0.626 -0.641
C 1.5245 0.7993 -3.7012 0.444 0.033 0.078
C 1.4794 0.8801 -5.1185 -0.157 -0.534 1.020
C 1.8477 -0.1977 -5.8854 -0.136 -1.215 -0.373
C 2.2335 -1.4355 -5.2643 0.121 1.214 -0.528
C 2.3798 -1.4993 -3.9163 0.099 -0.150 -0.124
C 2.1370 -0.3599 -3.0777 -0.531 -0.014 -0.241
O 2.4346 -0.4605 -1.8646 0.195 0.369 0.567
H 3.0424 0.1404 4.6527 -0.241 0.564 0.027
H 2.0318 1.4332 6.5776 0.230 -0.002 -0.140
H 1.1921 3.7486 6.2608 0.342 -0.336 -0.230
H 1.2560 4.7498 4.0101 -0.261 -0.020 -0.097
H 1.6622 4.6849 1.8089 -0.073 -0.237 0.112
H 2.2571 3.9290 -1.1672 -0.156 0.284 0.213
H 1.1195 4.9328 -0.1725 0.165 -0.118 0.109
H -0.0686 3.8567 -2.0776 0.000 0.213 0.135
H -0.5641 3.0167 -0.5586 0.015 0.649 0.098
H 0.6987 2.8034 -3.5274 0.395 -0.294 0.042
H 1.0591 1.7880 -5.5314 0.037 0.039 -0.303
H 1.7036 -0.2744 -6.9596 0.035 0.572 0.038
H 2.4851 -2.2664 -5.9226 -0.159 -0.026 0.225
H 2.7156 -2.3888 -3.3911 -0.020 0.027 -0.125
O -0.2705 1.1490 1.7193 0.192 0.376 -0.069
C -1.0943 0.8562 2.6636 0.076 0.200 -1.182
C -2.0901 1.8040 3.0244 -0.377 -0.094 0.614
C -3.0768 1.4611 3.9315 0.208 -0.655 -0.038
C -3.1247 0.1636 4.4623 -0.511 0.488 0.324
C -2.1559 -0.7576 4.1008 -0.865 0.611 0.796
C -1.1374 -0.4349 3.2442 0.591 -0.704 -0.286
C -0.1859 -1.5162 2.8950 0.728 0.924 0.204
N 1.1336 -1.4169 2.7384 -1.285 1.020 0.227
C 1.5490 -2.6661 2.4348 0.875 -0.803 0.078
C 0.5062 -3.5181 2.4479 0.480 -1.698 -0.523
N -0.5912 -2.8157 2.7710 -1.921 1.046 -0.276
H -2.0997 2.7933 2.5661 0.269 -0.303 0.006
H -3.8415 2.1628 4.2300 -0.080 0.252 -0.057
H -3.9093 -0.1012 5.1811 0.310 0.043 -0.276
H -2.2097 -1.7061 4.5870 0.192 -0.736 0.009
H 2.5839 -2.9077 2.2597 0.118 0.108 -0.036
H 0.4042 -4.5620 2.2098 0.253 -0.100 -0.075
H -1.4532 -2.9461 2.2037 0.665 0.017 0.668
O -1.6002 -2.5400 0.3452 -0.042 -0.215 -0.672
C -1.2759 -2.0305 -0.7541 -0.372 0.616 0.835
O -0.5568 -1.0201 -0.9290 -0.110 -0.533 -0.442
C -1.9517 -2.6593 -1.9921 1.115 0.182 0.229
C -2.7452 -3.7767 -1.8180 -0.728 -0.738 1.150
C -3.4347 -4.3603 -2.8743 0.389 -0.612 0.402
C -3.2530 -3.8798 -4.1442 -0.264 0.260 -0.099
C -2.4012 -2.7982 -4.2879 -0.033 0.694 -0.881
C -1.7044 -2.1659 -3.2775 -0.701 -0.868 0.832
N -2.3240 -2.1722 -5.6204 0.516 0.103 -0.133
O -1.7867 -1.0879 -5.6967 -0.104 0.028 -0.105
O -2.7877 -2.7640 -6.5818 -0.221 -0.216 -0.083
H -2.8662 -4.2184 -0.7954 0.253 0.775 -0.999
H -4.0351 -5.2504 -2.7033 -0.064 0.201 -0.016
H -3.8091 -4.2835 -4.9761 0.190 0.084 -0.173
H -1.0095 -1.3624 -3.4400 0.018 0.267 -0.029
```
Forces are in eV/Å.

Output
HOMO-LUMO gap	5.8712	eV
spin multiplicity	1
net charge	-2
HOMO level	-0.068	Eh
relative energy (zero: lowest compared OMol25 entry of this formula, charge and spin)	0.00	kcal per mole

Results of the Mulliken charge analysis, in e, for atoms 1 through 6: atom 1 (Pb): 1.541, atom 2 (O): -0.979, atom 3 (C): 0.774, atom 4 (C): -0.484, atom 5 (C): -0.298, atom 6 (C): -0.565